96
Properties=species:S:1:pos:R:3:forces:R:3 method="wB97M-V/def2-TZVPD" relative_energy_kcal_mol=0.0 e_tot_ev=-128662.44346 smiles="FC(F)C(F)(F)COC(F)(F)C(F)F.FC(F)C(F)(F)COC(F)(F)C(F)F.FC(F)C(F)(F)COC(F)(F)C(F)F.FC(F)C(F)(F)COC(F)(F)C(F)F.NCCC[C@H]1CCC(=O)N1" multiplicity=1 gap_ev=9.45 e_lumo_ev=0.1142 molar_mass_da=1070.482
N 3.95746 0.23397 -1.35132 0.113 0.262 -0.276
C 4.23962 1.03295 -0.17526 -0.339 0.491 0.118
C 3.92073 2.53828 -0.35128 0.319 -0.633 -0.449
C 2.77585 2.86817 -1.29002 -0.209 0.221 0.432
C 1.38404 2.54480 -0.76395 -0.330 -0.930 -0.492
C 0.62967 1.36762 -1.50913 -0.336 0.712 0.820
C 0.07214 0.48160 -0.38841 -0.273 0.697 -0.248
C 0.01875 1.52019 0.72913 -1.105 -0.044 1.282
O -0.89615 1.80509 1.49034 1.872 -0.514 -1.481
N 1.31270 2.19039 0.66342 -0.526 0.140 0.682
H 3.03864 -0.18034 -1.34122 0.064 -0.198 -0.013
H 4.66398 -0.45973 -1.53376 -0.154 -0.184 0.085
H 5.29308 0.96647 0.04972 0.348 -0.162 0.110
H 3.72552 0.67574 0.71821 -0.062 -0.290 0.156
H 3.75057 2.97706 0.62278 -0.023 0.185 0.284
H 4.80888 2.99364 -0.77125 0.256 0.247 -0.080
H 2.83130 3.92994 -1.49176 -0.030 0.349 -0.037
H 2.90201 2.37552 -2.24261 0.205 -0.219 -0.255
H 0.72593 3.39443 -0.88360 0.053 0.438 0.013
H -0.23706 1.86390 -1.90128 -0.296 -0.136 -0.830
H 1.16567 0.86513 -2.29409 0.345 -0.164 -0.225
H 0.74999 -0.31038 -0.09968 0.118 -0.257 0.157
H -0.88625 0.07694 -0.67068 -0.315 -0.274 0.215
H 1.93611 1.39068 0.77562 0.371 0.284 0.256
C 0.48710 -4.32766 2.52424 -0.626 0.205 0.096
C 1.50901 -5.19185 3.28072 0.035 -0.211 -0.489
C 2.72632 -4.49263 3.89108 0.118 -0.020 0.241
F 3.49704 -3.92344 2.94150 -0.102 -0.014 -0.079
F 3.47461 -5.41639 4.53741 -0.043 0.039 -0.049
F 1.90924 -6.21860 2.50100 0.045 0.088 0.027
F 0.83650 -5.72408 4.34070 -0.050 0.101 0.118
O 0.54826 -4.30802 1.10600 0.884 -0.053 0.140
C 1.33836 -3.42476 0.42735 -0.497 0.093 0.384
C 2.38815 -4.13429 -0.43045 0.096 -0.099 -0.175
F 3.20407 -4.87789 0.33587 0.006 0.088 0.055
F 3.13132 -3.19469 -1.06716 -0.037 -0.030 0.022
F 1.89519 -2.49257 1.22983 0.039 -0.155 -0.070
F 0.52811 -2.75104 -0.43528 0.012 0.001 -0.123
H -0.47285 -4.79753 2.72737 0.002 -0.084 -0.015
H 0.42179 -3.32285 2.94088 0.252 0.052 0.002
H 2.41303 -3.73148 4.61133 -0.004 0.015 -0.047
H 1.89976 -4.77595 -1.16714 -0.021 0.036 0.015
C -4.37203 -4.22806 -0.00867 -0.313 0.556 0.036
C -3.04306 -4.95511 0.26479 -0.358 -0.410 0.125
C -2.13929 -5.26412 -0.93436 0.303 0.004 -0.152
F -2.75256 -6.09802 -1.79692 -0.190 0.025 0.025
F -1.00594 -5.87778 -0.51395 -0.232 0.038 0.047
F -3.26923 -6.07978 0.97645 0.039 0.006 -0.097
F -2.32691 -4.11157 1.06363 0.115 0.141 -0.050
O -5.56416 -4.99371 -0.05522 0.370 -0.574 -0.150
C -6.03761 -5.56686 -1.21166 0.025 0.490 0.103
C -6.12132 -7.09191 -1.09307 -0.061 -0.199 0.015
F -4.90593 -7.61892 -0.85102 0.057 0.075 -0.053
F -6.58185 -7.59348 -2.26180 0.027 0.033 0.054
F -5.34175 -5.18714 -2.30066 0.057 -0.097 0.164
F -7.30648 -5.12940 -1.37961 -0.022 0.013 -0.048
H -4.51419 -3.59655 0.86640 0.026 -0.025 0.049
H -4.29220 -3.55025 -0.85857 0.118 -0.177 -0.162
H -1.85924 -4.34462 -1.45665 -0.050 0.023 0.042
H -6.80018 -7.36850 -0.28371 -0.008 0.043 -0.019
C -2.85296 4.32734 -4.06333 -0.160 0.611 0.177
C -1.66084 3.35338 -4.04487 -0.586 -0.211 0.128
C -0.97468 3.04557 -5.37723 0.326 -0.022 -0.023
F -1.81390 2.43883 -6.23691 -0.118 0.035 0.079
F 0.06214 2.20593 -5.14077 -0.051 0.035 0.009
F -2.01753 2.20614 -3.42781 -0.038 -0.034 -0.136
F -0.71070 3.94714 -3.26707 0.161 0.149 -0.091
O -4.16275 3.78754 -4.03123 0.229 -0.597 -0.251
C -4.85405 3.44905 -5.16972 0.114 0.453 0.144
C -5.19965 1.95710 -5.19514 -0.099 -0.188 -0.006
F -4.07967 1.20795 -5.16201 0.048 0.065 -0.049
F -5.86474 1.68354 -6.34012 0.040 0.019 0.052
F -4.22019 3.83431 -6.29418 0.045 -0.122 0.143
F -6.03260 4.11080 -5.13079 -0.016 0.020 -0.047
H -2.77773 4.86051 -3.11720 0.026 -0.037 0.042
H -2.74406 5.08106 -4.84310 0.061 -0.171 -0.190
H -0.58491 3.96171 -5.82997 -0.042 -0.006 -0.002
H -5.82678 1.70289 -4.33812 -0.001 0.045 -0.013
C 1.53950 4.06474 3.98330 -0.662 0.064 -0.303
C 2.33706 2.97327 4.71503 0.262 0.134 -0.426
C 2.74416 3.23223 6.16692 -0.028 -0.157 0.211
F 3.57249 4.28985 6.27037 -0.023 0.032 -0.117
F 3.40018 2.14185 6.63366 -0.025 0.047 -0.031
F 3.42202 2.62873 3.98819 0.034 0.040 0.057
F 1.52346 1.87774 4.76383 -0.122 0.018 0.116
O 2.24680 4.92086 3.10070 0.600 -0.088 0.305
C 2.84773 6.07935 3.51574 -0.488 -0.134 -0.019
C 4.35852 6.05103 3.26643 0.193 0.045 -0.060
F 4.93629 5.03735 3.93918 -0.056 0.012 0.073
F 4.89576 7.21474 3.70314 -0.027 -0.056 -0.024
F 2.56078 6.38877 4.79645 0.088 -0.120 -0.102
F 2.35870 7.08199 2.74652 -0.012 0.074 0.026
H 0.87106 3.51648 3.31956 0.065 -0.072 -0.062
H 0.89633 4.62655 4.66081 0.214 0.033 0.206
H 1.86080 3.39880 6.78977 0.010 0.033 -0.027
H 4.55970 5.93430 2.19939 -0.041 0.017 0.010